[1]
70
Properties=species:S:1:pos:R:3:forces:R:3 method="wB97M-V/def2-TZVPD" homo_ev=-3.0924 charge=-1 total_energy_ev=-45303.4868 orbital_gap_ev=4.53
C -0.973 -4.050 0.373 0.1678 0.1043 0.2947
H -5.532 1.364 2.899 -0.0688 0.1009 0.0356
H -4.960 4.075 1.737 -0.0287 -0.0999 -0.2147
H 5.761 -0.587 -2.568 -0.1029 0.0420 -0.0148
H 1.738 3.316 4.370 -0.0613 0.0891 -0.0673
C 2.408 4.974 1.407 -0.1263 0.2487 -0.3840
H -0.494 -3.620 3.740 0.0092 -0.0417 -0.2919
N -0.893 1.639 0.272 -0.8746 1.6147 0.9239
H -3.832 0.862 2.998 -0.2986 0.2581 0.0790
C -2.997 -4.429 -4.506 0.0383 0.0138 0.1379
C 3.925 -1.292 -0.733 -0.3376 -0.2021 0.1606
H 2.734 4.752 4.120 -0.0851 0.0227 0.0005
H -4.720 1.222 0.682 0.1823 0.1138 0.0103
H 4.932 -1.651 -0.473 -0.2147 0.1423 -0.1163
H -3.030 -3.992 -1.120 -0.0500 0.0368 -0.3076
H -5.030 3.695 -0.006 0.0664 -0.1956 0.1424
H 3.358 -1.167 0.198 -0.0121 -0.0882 -0.2170
H -4.304 2.548 3.380 0.0659 -0.1380 0.0157
H 5.752 0.664 -0.331 -0.1762 0.0171 -0.1010
O 1.816 -0.765 -3.331 0.6197 0.6105 0.2365
C -5.184 3.292 1.000 -0.0687 0.2253 -0.0183
C -0.987 -2.257 -1.437 0.3622 1.1252 0.2463
C -3.400 -4.582 -3.171 0.4458 0.1835 -0.1803
C -4.499 1.682 2.738 -0.0868 -0.1812 0.8367
O -2.990 2.336 0.828 -0.7634 -0.0349 0.3784
H -1.109 -4.837 -0.370 0.1283 0.1472 0.2768
C -1.944 -3.557 -4.825 -0.0350 0.0175 0.4430
H 4.892 1.981 -1.156 -0.0498 -0.0853 0.1122
C -0.775 -1.721 0.946 -0.0089 0.1125 -0.0250
C -4.363 2.059 1.300 0.5356 -0.0580 -0.9623
N -0.357 -1.174 -1.820 0.1103 -1.7663 0.1637
H 0.638 0.083 -0.398 -0.1964 0.5783 0.5476
H 2.619 4.627 0.391 -0.0753 0.0223 0.1208
H 3.286 5.521 1.761 -0.0612 -0.0336 0.0312
C 4.032 0.033 -1.462 -0.1796 0.3342 -0.4006
H -0.484 -1.208 3.002 -0.0350 -0.2468 -0.1661
C -1.664 -3.024 -2.476 -0.6654 -0.0466 -0.3750
H 0.976 4.836 3.844 0.1253 -0.0701 -0.0412
H -1.621 -3.432 -5.860 -0.1418 -0.0731 0.2284
C -0.610 -3.368 2.684 -0.0648 0.2457 -0.0889
H 3.457 -2.047 -1.379 -0.0156 0.1033 0.2442
C 0.516 -0.321 -1.408 0.5934 0.5659 -0.9413
H 2.968 3.105 2.299 -0.3318 0.1991 -0.1009
C 4.778 -0.145 -2.768 0.0923 -0.0564 -0.4479
H -4.215 -5.256 -2.907 0.1397 0.1526 -0.1297
C -2.030 1.472 1.170 0.6066 -2.0846 -0.5060
C 1.722 -0.171 -2.271 -0.6518 -0.7942 -0.0826
H 4.185 1.243 0.313 0.1562 -0.0251 -0.2326
H 1.558 5.665 1.370 0.1181 -0.1118 0.0113
C 1.215 1.845 1.344 0.3033 -2.6837 -2.2380
O 0.945 3.074 1.785 0.5269 0.8813 0.4984
H -6.235 3.010 1.109 0.0147 0.1596 -0.0228
H 4.221 -0.794 -3.449 0.1232 0.1394 0.0956
O -2.080 0.661 2.085 0.0426 1.1506 -0.8468
C -2.733 -3.884 -2.162 0.0436 -0.0249 -0.4205
C -0.950 -2.698 -0.037 0.2723 -0.3568 0.4397
H -0.788 -0.688 0.643 -0.1321 -0.4064 0.2052
H 4.935 0.830 -3.242 -0.0742 -0.1403 -0.0361
H -0.823 -5.421 2.029 0.0452 0.2633 -0.0755
O 2.690 0.635 -1.728 0.4711 -0.7245 0.2929
C -1.283 -2.848 -3.817 -0.3369 -0.4886 -0.2245
H -0.453 -2.175 -4.037 -0.2136 -0.1652 0.0575
C 1.866 4.204 3.745 -0.2643 -0.0111 0.3124
N 0.126 1.116 0.846 0.8643 1.5398 2.2839
C -0.797 -4.373 1.722 -0.1444 0.1722 -0.2435
C 2.125 3.810 2.318 -0.1480 -0.9349 -0.3231
C 4.758 1.046 -0.600 -0.1429 0.3536 0.2873
C -0.603 -2.026 2.293 -0.0818 -0.5669 -0.1912
O 2.304 1.288 1.401 0.0034 0.6176 0.6510
H -3.493 -5.003 -5.293 0.1324 0.2322 0.2337

=====

[2]
65
Properties=species:S:1:pos:R:3:forces:R:3 method="wB97M-V/def2-TZVPD" homo_ev=-6.0559 de_lowest_kj_mol=38.3 charge=0 total_energy_ev=-36737.9531 orbital_gap_ev=3.01
H 0.179 -4.864 1.368 0.0534 -0.0897 0.0045
C 0.462 -1.167 -3.695 -0.0276 -0.1807 -0.0835
H -0.841 -2.495 1.989 0.2737 -0.0893 0.0261
C 1.526 -4.675 3.040 0.1441 -0.0315 -0.0069
H 1.161 -4.481 -4.280 -0.2599 0.4769 0.1687
H 2.575 -4.390 3.197 -0.0660 -0.0829 0.0035
H 1.613 -1.924 3.688 -0.2417 -0.1930 0.2328
C -1.502 5.562 -2.952 0.1147 0.2429 -0.1224
C 2.923 1.824 1.671 -0.3620 0.0617 -0.1531
C 0.616 -2.377 3.596 -0.1404 0.3563 -0.2448
C -0.362 1.926 -3.219 -0.1142 0.1535 -0.0436
H -1.052 3.762 2.290 -0.2499 0.0097 -0.2489
H -3.031 1.620 1.341 0.1613 -0.0286 0.2457
H 1.907 3.664 1.995 0.1064 0.0381 -0.1375
C -0.425 3.307 -3.373 -0.0008 -0.2390 -0.1053
C 1.108 -2.302 -4.188 -0.1276 0.1330 -0.0756
C 1.562 -0.081 1.788 -0.3362 -0.7344 0.0359
C -2.422 2.008 -1.963 0.2984 -0.2593 -0.0652
H -1.593 3.516 0.604 -0.0257 0.0818 0.2841
H -0.909 -4.716 -2.894 0.1245 0.2752 0.0219
H -2.109 -0.492 -1.472 0.0746 -0.0125 -0.1114
C -2.222 2.005 1.975 0.5342 -0.1468 -0.1914
C -1.342 1.208 -2.475 -0.1061 1.1072 0.1779
H 1.424 -5.740 3.277 0.1390 0.0768 0.0387
C -1.140 -2.605 -2.569 0.2429 0.5682 -0.0954
H 0.988 -3.949 5.014 -0.0545 -0.1006 -0.1141
O -0.983 1.309 1.687 -0.9292 0.4304 0.2547
H 0.337 3.835 -3.949 -0.0782 -0.2982 0.1799
O 1.619 1.227 1.475 0.5580 0.0544 0.1721
C 1.174 -4.444 1.572 -0.2011 0.0846 -0.1582
H 0.457 1.400 -3.693 -0.1261 0.3511 0.2581
H -3.330 3.949 -1.767 0.1378 -0.1752 0.0507
O 2.593 -0.683 2.088 -0.2405 0.6086 -0.0740
H 3.572 3.874 1.411 0.0571 -0.0297 0.0120
H 0.823 -0.187 -4.008 0.0313 -0.6654 0.2009
C -1.467 4.068 -2.832 -0.1778 -0.4011 0.3405
C 1.157 -2.962 1.232 -0.0327 0.0697 -0.0735
H -0.643 5.915 -3.531 -0.1924 0.0179 0.1000
H 3.666 1.363 1.009 -0.1947 -0.0454 0.1957
C 0.647 -3.593 -3.893 -0.3372 0.3750 0.4002
H -2.494 1.875 3.032 0.0378 -0.1315 -0.3207
C 0.198 -2.161 2.119 0.2075 -0.4117 -0.0313
C -2.479 3.384 -2.142 0.0073 -0.4395 -0.1378
H 1.977 -2.186 -4.844 -0.3287 0.0363 0.2865
H -2.420 5.917 -3.442 0.1949 -0.1771 0.0948
H 3.257 1.715 2.711 -0.1427 -0.1941 -0.2496
H -2.058 -2.708 -1.984 0.4140 -0.0931 -0.0326
O -2.097 -0.604 2.134 0.6693 0.7545 -0.2157
H -2.748 4.093 1.838 0.0503 -0.0156 -0.0035
H -3.238 1.492 -1.457 0.2313 0.1793 0.0445
H -0.090 -1.820 4.227 0.1933 -0.1297 0.0307
H 1.888 -4.947 0.910 -0.0928 -0.1130 0.1487
C -1.030 -0.023 1.877 -0.1669 -1.1833 -0.1223
C 0.646 -3.853 3.977 -0.2233 0.0848 -0.0147
H 0.868 -2.791 0.183 0.2086 -0.1337 0.1138
C -0.663 -1.270 -2.825 0.4526 -1.1501 -0.1704
C -0.500 -3.725 -3.090 -0.0504 0.1452 -0.1400
C 0.236 -0.718 1.746 0.1792 0.7888 0.3331
H 2.300 3.324 0.298 0.0398 0.1046 0.1092
C -1.349 -0.190 -2.193 -0.1871 0.1334 -0.3472
C 2.674 3.262 1.325 -0.0797 0.4609 -0.0973
C -1.892 3.438 1.658 0.1219 0.3607 -0.0294
H -1.466 6.045 -1.964 0.0046 -0.2194 -0.2105
H 2.146 -2.521 1.415 -0.2308 -0.4058 -0.3969
H -0.381 -4.242 3.934 0.0613 -0.0205 0.0587

=====

[3]
75
Properties=species:S:1:pos:R:3:forces:R:3 method="wB97M-V/def2-TZVPD" homo_ev=-13.2183 de_lowest_kj_mol=0.0 charge=+2 total_energy_ev=-365657.5637 orbital_gap_ev=6.32
C 1.893 -2.337 0.217 -0.1836 0.1384 -0.0301
H 3.308 -0.976 2.392 0.0170 -0.0320 0.0297
As -0.311 2.645 -0.498 0.2993 1.1033 -0.3606
H 0.024 4.989 1.859 -0.0103 0.0080 -0.0191
N -2.422 0.085 -0.052 0.2246 -0.0949 -0.4849
C -5.037 0.193 -0.980 -0.0162 -0.0017 -0.1284
H 3.436 5.157 0.310 -0.0318 -0.0119 0.0332
H 4.160 0.522 2.800 0.1109 -0.0205 0.0509
H 3.248 5.381 2.049 -0.0258 -0.0084 -0.0299
C 1.820 3.979 1.181 -0.0351 0.0942 0.0821
H 3.243 -3.985 0.053 -0.0127 -0.0162 0.0119
H 0.363 2.106 -2.875 0.0225 -0.0031 -0.0155
H -0.582 4.766 5.813 -0.0130 -0.0091 -0.0046
H -3.167 -0.338 -5.193 0.0310 -0.0058 -0.0007
C 2.427 -1.386 -0.809 0.0769 -0.3084 0.1852
H 2.141 6.917 3.527 -0.0137 0.0014 0.0081
C -3.050 -0.267 -4.121 0.0963 -0.0034 0.0173
N 0.851 -1.805 0.861 0.2358 -0.5382 0.6098
H -0.884 3.355 4.797 0.0001 0.0275 0.0094
H 0.368 6.890 3.343 0.0195 -0.0008 0.0213
O -0.379 -0.460 -1.582 -0.8745 -0.0675 -1.1450
C -0.872 -1.623 2.511 0.2991 0.1803 -0.1626
H -1.636 4.744 -0.361 -0.0495 0.1087 -0.0150
Zr -0.116 0.080 0.281 -0.1962 0.2734 -0.1393
H -2.695 3.327 -0.544 -0.0896 0.0235 -0.0218
C 0.262 -2.427 1.887 0.2990 0.1977 -0.2080
C -1.829 3.730 -0.024 -0.1182 -0.0810 0.0791
H 2.093 6.125 0.935 0.0219 -0.0276 -0.0089
H 3.515 2.669 0.860 0.0546 0.0271 -0.0454
H 0.241 -4.143 3.160 -0.0083 -0.0035 -0.0270
O 3.340 -1.879 -1.599 0.0205 0.1717 -0.0771
C 2.701 5.235 1.114 0.0251 0.0170 0.0260
C -0.384 2.761 -2.431 -0.0311 -0.1443 -0.0017
H -6.060 0.247 -1.334 0.0302 -0.0005 -0.0022
H 0.069 3.278 2.263 -0.0657 -0.0911 -0.0118
C 2.396 -3.562 0.575 0.1102 -0.2899 0.0552
C -3.989 0.033 -1.914 -0.1714 0.0337 0.1098
H 2.148 1.671 4.319 0.0147 0.0006 0.0568
C -4.761 0.259 0.361 -0.0690 0.0107 0.0206
As 1.228 4.590 4.059 0.0833 0.0544 0.0618
H -1.369 2.469 -2.786 -0.0414 -0.0045 -0.0211
C 1.257 3.765 -0.236 0.0173 -0.0034 0.1336
C -3.433 0.213 0.792 0.0890 0.1144 0.0263
H 3.625 -1.211 -2.251 0.0019 -0.1028 0.0697
C -1.760 -0.401 -3.557 0.0563 -0.1139 -0.3155
Br -0.289 -0.690 -4.683 0.0197 -0.0113 -0.0110
O -0.813 -0.346 2.102 -0.5321 -1.0623 0.7555
C 1.210 6.537 3.942 -0.0234 0.0840 0.0412
C -1.575 -0.322 -2.210 0.3133 -0.1326 0.1954
H 1.106 6.922 4.956 0.0116 0.0447 -0.0120
C -4.137 -0.069 -3.324 -0.0707 0.0111 -0.0068
H -2.009 3.719 1.046 -0.0226 0.0318 0.0640
As 1.921 1.076 1.889 0.2933 0.4503 0.5175
Br -5.834 0.072 -4.110 -0.1081 0.0064 -0.0169
H 0.425 1.563 3.885 0.0023 0.0046 0.0043
C 3.541 0.033 2.053 0.0032 -0.1090 -0.0829
C -2.691 -0.055 -1.395 -0.1039 -0.0023 0.3924
H 1.362 0.085 4.115 -0.0076 -0.0272 0.0350
H -5.552 0.352 1.092 0.0227 0.0047 -0.0275
C 0.718 -3.657 2.318 -0.0734 -0.1897 0.0256
C 1.789 -4.226 1.647 0.1180 -0.0764 -0.0553
H 2.014 3.335 -0.894 0.1080 0.0469 -0.0556
H 2.171 -5.189 1.962 0.0043 0.0243 -0.0130
H -0.187 3.794 -2.705 -0.0016 0.0799 -0.0773
C -0.578 4.402 4.786 -0.0516 -0.0075 0.0010
C 1.406 1.112 3.755 -0.0699 -0.0868 0.0003
C 0.683 4.183 2.194 0.0977 0.0449 -0.1581
H 4.081 -0.008 1.110 0.0289 0.0194 -0.0126
H -1.292 4.986 4.203 0.0054 -0.0231 0.0238
O -1.678 -2.121 3.229 -0.1545 0.0712 0.2431
C 2.729 2.819 1.602 -0.0267 0.0219 -0.1234
H -3.179 0.287 1.841 0.0100 -0.0125 0.0177
H 0.966 4.723 -0.667 0.0109 0.1239 -0.0179
O 2.022 -0.233 -0.828 -0.0968 -0.0021 -0.0988
H 3.209 3.050 2.553 0.0937 0.0714 0.0304